{"formula": "C2HNO2", "method": "the ωB97M-V functional and the def2-TZVPD basis", "species": ["C", "C", "N", "O", "O", "H"], "xyz": [[-1.185, -0.010, 1.523], [-0.507, -0.086, 0.544], [1.003, 0.020, -1.277], [2.072, 0.273, -0.884], [0.435, -0.199, -2.273], [-1.818, 0.002, 2.366]], "nbo_charge": [-0.426, 0.149, 0.530, -0.247, -0.248, 0.242], "homo_lumo_gap_ha": [0.365, 0.272], "multiplicity": 3, "fmax_ev_per_a": 1.91, "e_above_lowest_kcal_mol": 92.5}

***

{"formula": "C22H52N6O5P2", "method": "the ωB97M-V functional and the def2-TZVPD basis", "species": ["C", "N", "C", "P", "O", "N", "C", "C", "N", "C", "C", "H", "H", "H", "H", "H", "H", "H", "H", "H", "H", "H", "H", "H", "H", "H", "H", "H", "H", "C", "N", "C", "P", "O", "N", "C", "C", "N", "C", "C", "H", "H", "H", "H", "H", "H", "H", "H", "H", "H", "H", "H", "H", "H", "H", "H", "H", "H", "C", "C", "C", "C", "C", "C", "C", "C", "O", "C", "O", "C", "O", "H", "H", "H", "H", "H", "H", "H", "H", "H", "H", "H", "H", "H", "H", "H", "H"], "xyz": [[-0.501, 3.146, -4.160], [-1.034, 1.849, -3.815], [-0.101, 0.786, -4.187], [-2.065, 1.469, -2.537], [-0.978, 1.620, -1.444], [-3.028, 2.746, -1.931], [-2.987, 4.125, -2.372], [-3.167, 2.754, -0.466], [-3.314, 1.295, -3.793], [-3.422, 1.918, -5.098], [-4.561, 0.684, -3.349], [-0.154, 3.146, -5.204], [0.321, 3.441, -3.505], [-1.253, 3.928, -4.149], [-0.625, 0.032, -4.783], [0.318, 0.290, -3.306], [0.744, 1.140, -4.790], [-2.002, 4.577, -2.191], [-3.726, 4.737, -1.854], [-3.246, 4.225, -3.427], [-2.309, 3.237, 0.016], [-3.250, 1.735, -0.075], [-4.076, 3.282, -0.157], [-3.331, 3.003, -5.064], [-4.387, 1.709, -5.576], [-2.666, 1.525, -5.785], [-5.290, 1.444, -3.052], [-4.383, 0.028, -2.490], [-5.000, 0.056, -4.132], [-1.429, -3.321, -0.792], [-0.932, -3.162, 0.555], [-1.683, -2.130, 1.270], [-0.236, -4.340, 1.539], [-1.569, -5.075, 1.823], [0.474, -5.676, 0.741], [0.471, -5.912, -0.688], [0.240, -6.969, 1.403], [1.296, -3.494, 1.212], [1.694, -2.686, 0.076], [2.422, -3.906, 2.040], [-1.503, -2.342, -1.286], [-2.405, -3.812, -0.815], [-0.748, -3.872, -1.432], [-0.986, -1.408, 1.707], [-2.283, -2.557, 2.079], [-2.368, -1.566, 0.625], [-0.550, -6.028, -1.076], [1.023, -6.816, -0.949], [0.981, -5.118, -1.235], [-0.736, -7.388, 1.133], [0.277, -6.862, 2.493], [1.012, -7.698, 1.134], [1.540, -3.184, -0.881], [2.759, -2.420, 0.112], [1.158, -1.732, 0.065], [3.012, -4.686, 1.547], [2.070, -4.301, 2.999], [3.077, -3.061, 2.276], [3.969, -0.166, 4.200], [4.560, 0.899, 3.457], [4.913, 2.319, 2.648], [3.917, 3.544, 3.088], [2.671, 3.838, 2.066], [1.252, 3.524, 2.838], [0.077, 2.899, 1.851], [0.169, 1.263, 1.743], [-0.754, 0.529, 2.624], [-0.231, 0.390, 3.993], [5.061, 2.130, 1.191], [4.281, 0.983, 0.701], [4.853, 0.237, -0.286], [3.419, -1.107, 4.646], [5.998, 2.618, 3.045], [4.593, 4.526, 3.123], [3.517, 3.413, 4.203], [2.677, 5.015, 1.866], [2.755, 3.337, 1.012], [1.461, 2.808, 3.763], [0.836, 4.549, 3.279], [0.261, 3.373, 0.780], [-0.996, 3.173, 2.291], [1.269, 0.954, 2.001], [-0.042, 0.946, 0.617], [0.936, 0.400, 4.083], [-0.581, -0.672, 4.410], [-0.648, 1.196, 4.731], [3.201, 0.676, 1.031]], "mulliken_charge": [-1.192, 0.453, -1.163, 0.830, -0.947, 0.210, -1.067, -1.016, -0.012, -0.850, -1.079, 0.399, 0.294, 0.381, 0.308, 0.250, 0.410, 0.350, 0.369, 0.213, 0.318, 0.230, 0.400, 0.246, 0.371, 0.229, 0.341, 0.263, 0.449, -0.796, 0.433, -1.407, 0.585, -0.848, 0.294, -1.080, -1.088, 0.216, -0.621, -1.095, 0.054, 0.302, 0.341, 0.470, 0.318, 0.371, 0.349, 0.392, 0.208, 0.340, 0.305, 0.343, 0.104, 0.518, -0.050, 0.320, 0.367, 0.341, -0.456, -0.237, 0.283, -0.788, -0.301, -0.722, -0.405, 0.661, -0.406, -0.506, -0.336, 0.372, -0.543, 0.358, 0.287, 0.323, 0.402, 0.309, 0.271, 0.245, 0.302, 0.069, 0.273, 0.095, -0.261, 0.062, 0.247, 0.229, 0.196], "homo_lumo_gap_ha": 0.233, "smiles": "CN(C)P(=O)(N(C)C)N(C)C.CN(C)P(=O)(N(C)C)N(C)C.C#C[C@H](CCCCCOC)OC=O", "multiplicity": 1, "fmax_ev_per_a": 10.07}

***

{"formula": "C3H2F2O", "method": "the ωB97M-V functional and the def2-TZVPD basis", "species": ["C", "C", "C", "O", "F", "F", "H", "H"], "xyz": [[-1.654, 1.098, 0.010], [-0.524, 0.689, -0.063], [1.588, 0.163, 0.039], [1.636, -1.139, 0.007], [2.035, 0.872, -1.034], [2.105, 0.758, 1.099], [-2.630, 1.155, -0.309], [1.112, -1.514, -0.846]], "nbo_charge": [-0.366, -0.236, 1.106, -0.666, -0.320, -0.284, 0.220, 0.546], "homo_lumo_gap_ha": 0.373, "multiplicity": 1, "fmax_ev_per_a": 4.55, "e_above_lowest_kcal_mol": 93.9}